Entry 1:
Formula: C32H101BNO22P
Source: OMol25
Level of theory: wB97M-V/def2-TZVPD

Highest occupied orbital energy = -8.34 eV
E = -3355.67334 Eh
Orbital gap = 8.644 eV

Each line ends with the Löwdin charge.
Element x y z (Å)
C (0.358358, -1.138978, 2.108870)  -0.072
C (1.534715, -1.772005, 1.241517)  -0.262
O (1.807332, -1.079758, -0.016014)  -0.290
P (2.110326, -2.224112, -1.285263)  0.717
O (3.101260, -3.275812, -0.774529)  -0.333
C (0.412707, -2.966703, -1.755413)  -0.168
C (-0.431681, -1.744416, -2.378611)  -0.233
C (-2.026923, -1.914670, -2.276823)  -0.123
B (-2.714963, -1.218770, -0.981542)  -0.247
C (-2.809593, 0.370273, -0.671631)  -0.104
C (-1.863385, 1.304913, -1.564276)  -0.183
C (-0.603950, 1.927247, -0.794589)  -0.166
C (-0.924200, 2.537773, 0.646566)  -0.181
O (-2.192628, 3.236800, 0.749186)  -0.048
C (-2.305444, 4.287275, -0.189419)  -0.395
C (-1.148987, 5.308687, -0.577634)  0.007
O (-3.411938, 4.380086, -0.789663)  0.030
C (-3.426126, -2.209550, 0.134732)  -0.192
N (-4.829252, -2.412165, -0.373394)  -0.148
C (-5.504445, -3.556010, 0.315631)  -0.134
O (2.689887, -1.384982, -2.671017)  -0.276
C (3.532346, -0.253353, -2.266729)  -0.257
C (2.659754, 1.086492, -2.151918)  -0.068
H (-0.679781, -1.236706, 1.636101)  0.069
H (0.502959, -0.027791, 2.350088)  0.072
H (0.279216, -1.669219, 3.126533)  0.085
H (2.487561, -1.731534, 1.892741)  0.120
H (1.287301, -2.868177, 1.019174)  0.095
H (0.637307, -3.718063, -2.597300)  0.087
H (-0.086807, -3.467018, -0.858540)  0.107
H (-0.106937, -0.804871, -1.808793)  0.068
H (-0.154112, -1.576097, -3.481638)  0.115
H (-2.260546, -3.042444, -2.201850)  0.107
H (-2.508279, -1.582159, -3.273071)  0.120
H (-3.897553, 0.681221, -0.917734)  0.132
H (-2.697647, 0.501904, 0.453902)  0.100
H (-1.466310, 0.806350, -2.513179)  0.107
H (-2.501931, 2.194112, -1.927698)  0.107
H (0.189632, 1.101561, -0.677740)  0.086
H (-0.118243, 2.717235, -1.482960)  0.110
H (-0.034066, 3.153426, 1.050321)  0.122
H (-1.001019, 1.639952, 1.366587)  0.116
H (-0.220576, 4.788895, -1.018541)  0.086
H (-1.565165, 5.941941, -1.445228)  0.100
H (-0.882196, 6.039889, 0.251593)  0.094
H (-2.845038, -3.184798, 0.220287)  0.092
H (-3.426033, -1.620318, 1.124822)  0.109
H (-5.356495, -1.535355, -0.297901)  0.096
H (-6.092842, -3.127707, 1.197352)  0.087
H (-6.207600, -4.033782, -0.458785)  0.086
H (-4.726161, -4.328148, 0.634391)  0.077
H (4.032210, -0.568229, -1.279956)  0.107
H (4.355340, -0.083476, -3.055093)  0.129
H (3.070849, 1.972422, -2.733667)  0.087
H (2.559407, 1.391512, -1.053385)  0.074
H (1.601140, 0.817275, -2.519096)  0.076
C (1.690432, 4.787533, 2.973978)  -0.162
O (1.876777, 5.135739, 1.611051)  -0.147
H (1.293714, 3.772728, 3.027556)  0.064
H (2.647944, 4.829091, 3.500060)  0.076
H (0.980586, 5.477416, 3.438116)  0.078
H (2.228882, 6.038958, 1.592393)  0.047
C (1.894401, -5.908302, -4.266934)  -0.160
O (2.749501, -4.800449, -4.511608)  -0.132
H (1.551427, -6.306764, -5.221062)  0.074
H (2.442986, -6.684731, -3.727027)  0.082
H (1.030760, -5.584502, -3.679894)  0.055
H (3.038490, -4.467027, -3.650575)  0.061
C (-7.004926, 4.751419, 0.811453)  -0.170
O (-6.202063, 5.735887, 0.182767)  -0.129
H (-7.677612, 5.241974, 1.515916)  0.078
H (-7.593666, 4.220494, 0.058168)  0.062
H (-6.366426, 4.046545, 1.351232)  0.078
H (-5.616768, 5.274247, -0.433676)  0.050
C (4.338796, 0.914071, 2.753692)  -0.144
O (4.797951, 0.237146, 1.594031)  -0.131
H (5.136781, 1.557828, 3.125245)  0.064
H (3.468184, 1.525822, 2.502320)  0.076
H (4.073612, 0.185550, 3.524801)  0.074
H (4.071196, -0.326121, 1.284765)  0.044
C (4.600565, 7.016199, -0.034446)  -0.144
O (3.598316, 7.549025, 0.819943)  -0.140
H (5.071587, 6.167569, 0.461831)  0.078
H (4.147392, 6.680982, -0.970798)  0.081
H (5.355295, 7.779886, -0.238496)  0.077
H (3.196811, 8.298189, 0.357362)  0.057
C (2.210635, -1.230015, -5.789359)  -0.164
O (3.007955, -0.248721, -6.438734)  -0.128
H (1.548072, -0.732611, -5.080661)  0.061
H (1.611098, -1.766672, -6.529570)  0.081
H (2.854299, -1.929585, -5.251905)  0.065
H (3.583649, -0.713407, -7.057951)  0.076
C (7.272518, -0.971873, -1.902319)  -0.155
O (6.580766, -1.327287, -3.090491)  -0.135
H (8.299539, -0.711098, -2.158399)  0.079
H (6.786881, -0.110593, -1.435201)  0.070
H (7.276457, -1.817708, -1.210156)  0.080
H (5.677717, -1.553476, -2.836429)  0.039
C (-1.688025, -4.019820, 3.684728)  -0.124
O (-1.425402, -3.270958, 2.506930)  -0.167
H (-1.517725, -3.381287, 4.552252)  0.081
H (-2.727702, -4.357946, 3.683395)  0.066
H (-1.016008, -4.880419, 3.732040)  0.078
H (-1.582829, -3.857152, 1.756525)  0.066
C (-1.139012, -8.385886, -3.926017)  -0.160
O (-0.879699, -7.637391, -5.104688)  -0.134
H (-0.963541, -7.748281, -3.059284)  0.076
H (-2.179285, -8.721409, -3.922752)  0.074
H (-0.469181, -9.248543, -3.881176)  0.077
H (-1.041636, -8.222344, -5.854821)  0.079
C (0.775275, 10.428428, -0.881545)  -0.148
O (1.192722, 9.628138, 0.218939)  -0.132
H (1.423975, 10.223947, -1.733123)  0.073
H (-0.256155, 10.181134, -1.145156)  0.082
H (0.850265, 11.484204, -0.615744)  0.069
H (0.604012, 9.828265, 0.956439)  0.082
C (7.649375, 3.482584, 3.200215)  -0.170
O (8.106636, 2.803996, 2.040132)  -0.125
H (8.448300, 4.125644, 3.569603)  0.079
H (6.779014, 4.094942, 2.949122)  0.071
H (7.385083, 2.754633, 3.972151)  0.070
H (7.383247, 2.242439, 1.732993)  0.065
C (2.615410, -4.985189, 3.450389)  -0.152
O (1.695182, -5.205205, 2.390041)  -0.139
H (2.058651, -4.806927, 4.367707)  0.052
H (3.249086, -5.867332, 3.577036)  0.078
H (3.232149, -4.110959, 3.226411)  0.075
H (2.214372, -5.359630, 1.590029)  0.074
C (-8.669919, 1.232029, -0.187327)  -0.166
O (-9.043160, 0.902971, 1.142742)  -0.128
H (-8.528981, 0.309907, -0.751598)  0.078
H (-9.460378, 1.825018, -0.654621)  0.078
H (-7.734125, 1.796710, -0.177670)  0.060
H (-9.161447, 1.733471, 1.619637)  0.072
C (3.461801, 12.540566, -1.944483)  -0.154
O (2.165591, 13.117478, -1.884123)  -0.138
H (3.365215, 11.454971, -1.947717)  0.065
H (3.964191, 12.862186, -2.860182)  0.079
H (4.041867, 12.849735, -1.071283)  0.081
H (2.281142, 14.075519, -1.882179)  0.081
C (-6.043071, -5.789336, 3.171699)  -0.163
O (-5.577268, -6.461069, 2.011867)  -0.148
H (-5.249983, -5.142483, 3.548328)  0.065
H (-6.915649, -5.181623, 2.918093)  0.075
H (-6.308311, -6.520121, 3.940326)  0.077
H (-6.297639, -7.025413, 1.700711)  0.056
C (-6.585274, -9.689655, -0.279992)  -0.152
O (-6.158801, -9.266206, 1.007483)  -0.133
H (-7.612799, -9.360745, -0.435679)  0.080
H (-5.944118, -9.245908, -1.045853)  0.077
H (-6.541683, -10.779832, -0.343412)  0.076
H (-5.249423, -9.568463, 1.120363)  0.085
C (1.796296, -3.340208, 7.102035)  -0.148
O (1.960862, -3.007619, 5.730444)  -0.149
H (1.412303, -4.358101, 7.173000)  0.081
H (2.759701, -3.281197, 7.614636)  0.078
H (1.084640, -2.652709, 7.566185)  0.077
H (2.300596, -2.104966, 5.695036)  0.079

Forces on atoms 1 to 6 (eV/Å):
-0.3 0.6 0.1
-0.3 -0.7 1.6
0.0 -1.5 -1.9
1.3 -1.3 1.0
-2.0 2.2 -1.3
0.5 1.1 -1.3

---

Entry 2:
Formula: C6H15N2
Source: OMol25
Level of theory: wB97M-V/def2-TZVPD

Structure (SMILES) = C[C@H]([NH3+])CC/C=C/N
Total charge = +1
Highest occupied orbital energy = -11.80 eV
E = -346.84162 Eh
Orbital gap = 8.601 eV
ΔE to the lowest compared entry with this formula, charge and spin = 44.5 kcal per mole

Each line ends with the Löwdin charge.
Element x y z (Å)
C (0.048416, -1.727057, 2.408613)  -0.028
C (-0.005393, -0.673180, 1.321162)  -0.353
N (-1.374819, -0.434263, 0.745801)  0.210
C (0.937838, -0.936887, 0.130159)  -0.192
C (1.512530, 0.290810, -0.499833)  -0.207
C (0.523498, 1.343040, -1.073744)  -0.144
C (-0.248585, 1.135537, -2.136271)  -0.218
N (-1.103791, 2.126111, -2.609866)  0.049
H (1.042558, -1.452656, 2.798438)  0.107
H (-0.452540, -1.455238, 3.357200)  0.096
H (-0.166160, -2.746672, 2.152099)  0.091
H (0.335320, 0.327239, 1.609897)  0.150
H (-1.363416, 0.453173, 0.220416)  0.143
H (-2.070662, -0.180452, 1.469666)  0.186
H (-1.673123, -1.164374, 0.091122)  0.174
H (1.693708, -1.727331, 0.331555)  0.139
H (0.312058, -1.525963, -0.590953)  0.123
H (2.245999, 0.047140, -1.282160)  0.121
H (2.099603, 0.817091, 0.300069)  0.127
H (0.540928, 2.212781, -0.407066)  0.111
H (-0.500818, 0.118060, -2.486236)  0.134
H (-1.359507, 2.089924, -3.582262)  0.090
H (-0.973642, 3.063168, -2.267806)  0.092

Forces on atoms 1 to 6 (eV/Å):
0.6 2.4 1.6
0.8 0.2 -0.8
-0.9 1.4 0.3
-1.1 -2.6 -0.8
0.6 1.4 -0.1
1.2 -1.4 2.0

---

In the order shown, the computed lowest unoccupied orbital energy values come out to 0.01118, -0.11773 Ha.